{"formula": "C6H8CrO5", "method": "ωB97M-V/def2-TZVPD", "s2": 6.018, "lumo_energy_ev": [-10.05, -9.50], "relative_energy_kj_mol": 0.0, "homo_energy_ev": [-17.74, -17.77], "energy_ha": -1653.35386, "total_charge": 2, "spin_multiplicity": 5, "orbital_gap_ev": [7.70, 8.26], "species": ["Cr", "O", "O", "C", "C", "O", "C", "H", "H", "H", "H", "O", "C", "C", "O", "C", "H", "H", "H", "H"], "xyz": [[1.4417, 2.2213, -0.0433], [-0.3358, 1.8412, 0.0111], [-1.4593, 0.2662, 1.1423], [-2.4727, -0.6928, 0.8295], [-2.8102, -0.3651, -0.6246], [-1.6739, 0.3849, -1.0694], [-0.8488, 0.6580, -0.0159], [-2.0677, -1.7060, 0.9510], [-3.3089, -0.5418, 1.5183], [-3.7013, 0.2662, -0.7174], [-2.9083, -1.2569, -1.2528], [1.7123, 0.1013, -0.0616], [2.7762, -0.9142, 0.0510], [1.9689, -2.2115, -0.0264], [0.5892, -1.7319, -0.1787], [0.5536, -0.4738, -0.2400], [3.4528, -0.7459, -0.7900], [3.2740, -0.7522, 1.0096], [1.9930, -2.8042, 0.8914], [2.1929, -2.8264, -0.9014]], "forces_ev_per_angstrom": [[-0.088, 0.450, 0.053], [1.390, 1.099, -0.022], [1.378, 0.475, -0.281], [-0.424, -0.533, -0.092], [-0.696, -0.332, 0.031], [1.072, 0.521, 0.113], [-2.778, -2.486, -0.462], [-0.103, 0.220, 0.028], [0.271, -0.025, -0.135], [0.261, -0.149, -0.037], [-0.042, 0.260, 0.156], [0.614, 0.723, -0.262], [0.866, -0.380, 0.050], [0.516, -0.520, 0.100], [-0.320, 0.662, -0.483], [-1.718, 0.017, 1.263], [-0.071, -0.151, 0.194], [-0.071, -0.058, -0.195], [-0.005, 0.097, -0.225], [-0.054, 0.111, 0.206]]}


{"formula": "C5H8O2", "method": "ωB97M-V/def2-TZVPD", "lumo_energy_ev": 0.52, "relative_energy_kj_mol": 236.0, "homo_energy_ev": -9.48, "energy_ha": -345.71509, "smiles": "C=C1CC(=O)C1.O", "spin_multiplicity": 1, "orbital_gap_ev": 10.00, "species": ["C", "C", "C", "C", "O", "C", "H", "H", "H", "H", "H", "H", "O", "H", "H"], "xyz": [[1.0518, 0.6935, 0.7730], [0.1650, -0.0782, 0.1561], [-0.9452, -0.9455, 0.7276], [-0.7973, -1.7909, -0.5456], [-1.3155, -2.8001, -0.9311], [0.2681, -0.8589, -1.1437], [1.9399, 1.0571, 0.2623], [0.9336, 0.9955, 1.8075], [-0.6266, -1.4572, 1.6403], [-1.9554, -0.5450, 0.8870], [1.2510, -1.3239, -1.2608], [-0.0236, -0.4090, -2.1019], [-0.1087, 2.7050, 0.2208], [0.5657, 2.9430, -0.4282], [-0.4028, 1.8146, -0.0636]], "forces_ev_per_angstrom": [[0.235, -0.834, 0.088], [0.798, -0.379, 0.500], [-0.082, -0.146, 0.125], [-0.284, -0.557, -0.225], [0.194, 0.413, 0.154], [0.084, -0.148, -0.136], [-0.128, -0.061, 0.044], [-0.035, -0.033, -0.132], [-0.208, -0.102, -0.072], [0.255, 0.080, -0.147], [-0.140, -0.102, -0.167], [-0.027, 0.063, 0.284], [-0.647, 0.685, -0.597], [-0.217, 0.074, 0.059], [0.201, 1.045, 0.222]]}